62
Properties=species:S:1:pos:R:3 method="wB97M-V/def2-TZVPD" homo_energy_ev=-10.199 smiles="O=[N+]([O-])c1ccccc1.ClCCCl.ClCCCl.ClCCCl.ClCCCl.ClCCCl.ClCCCl" relative_energy_ev=0.858 homo_lumo_gap_ev=9.20 e_lumo_ev=-1.00
Cl -3.8389 2.8073 -4.0278
C -3.2088 2.9611 -2.3612
C -3.6895 1.8425 -1.4616
Cl -5.2968 2.2579 -0.7182
H -3.5546 3.9161 -1.9663
H -2.1269 3.0853 -2.3808
H -3.0476 1.8297 -0.5841
H -3.8165 0.8952 -1.9706
Cl 3.5832 -2.7586 -1.8146
C 3.5308 -4.1389 -2.9011
C 3.0507 -3.6523 -4.2807
Cl 4.4679 -2.8809 -5.1054
H 2.9087 -4.9154 -2.4554
H 4.5116 -4.6034 -2.9770
H 2.1558 -3.0406 -4.2746
H 2.8773 -4.5347 -4.8958
Cl 3.4708 -1.5723 4.1201
C 3.1172 -0.3606 2.9180
C 3.6541 -0.7854 1.5511
Cl 3.4317 0.5011 0.3435
H 3.4605 0.6329 3.1987
H 2.0295 -0.3221 2.8638
H 3.0680 -1.6410 1.2292
H 4.7179 -0.9519 1.6973
Cl 3.1963 2.4512 -3.1600
C 2.5089 0.7833 -3.3013
C 1.7424 0.6363 -4.5946
Cl 2.8900 0.5936 -5.9811
H 1.8401 0.6798 -2.4451
H 3.2593 0.0280 -3.0781
H 1.0438 1.4570 -4.7484
H 1.0885 -0.2322 -4.6567
Cl -5.4374 -1.1285 -1.1139
C -4.7950 -2.5224 -0.2751
C -3.2957 -2.3920 -0.0672
Cl -2.4547 -2.5944 -1.6286
H -5.0516 -3.3791 -0.8947
H -5.2680 -2.6813 0.6946
H -2.8027 -3.1310 0.5625
H -3.0697 -1.4374 0.4096
Cl -0.2783 5.3871 7.2664
C -0.5375 5.2334 5.5469
C -1.0779 3.8796 5.1023
Cl 0.0355 2.4987 5.4152
H 0.4097 5.4575 5.0506
H -1.1310 6.0168 5.0686
H -1.1381 3.8343 4.0171
H -2.0105 3.5480 5.5467
C -0.7356 -0.1001 3.0554
C -0.9357 0.8566 2.0502
C -0.6475 0.4847 0.7468
C -0.2218 -0.7997 0.4177
C -0.2410 -1.7728 1.4002
C -0.4663 -1.4151 2.7076
N 0.2260 -1.0371 -0.9435
O 0.9110 -1.9775 -1.2694
O -0.1437 -0.2149 -1.7609
H -1.0024 0.0846 4.0877
H -1.1553 1.8869 2.2860
H -0.6610 1.3164 0.0559
H 0.1446 -2.7639 1.1881
H -0.1938 -2.1056 3.4959

=====

61
Properties=species:S:1:pos:R:3 method="wB97M-V/def2-TZVPD" homo_energy_ev="-13.578 / -13.578" relative_energy_ev=4.653 homo_lumo_gap_ev="4.07 / 4.11" multiplicity=2 total_charge=+2 e_lumo_ev="-9.50 / -9.47"
Pd 1.0653 0.8180 -0.0862
C 1.5867 0.3997 4.7357
Si 0.3921 1.2400 3.5270
C 0.1641 3.0101 4.1496
C -1.2593 0.3618 3.5216
O 1.1569 1.2921 2.0643
H 1.1221 0.3001 5.7160
H 2.5040 0.9918 4.8249
H 1.8274 -0.5959 4.3459
H -0.2296 2.9911 5.1658
H -0.5490 3.5370 3.5091
H 1.1183 3.5425 4.1575
H -1.8507 0.7285 4.3618
H -1.1322 -0.7153 3.6364
H -1.8095 0.5441 2.5970
C -3.7192 -6.3277 -1.5357
C -2.8597 -5.1116 -1.3896
C -3.0351 -4.2219 -0.3295
C -2.2550 -3.0950 -0.1885
C -2.4905 -2.1999 0.9924
C -1.2466 -2.8264 -1.1599
C -0.4514 -1.6403 -1.1133
O -0.5515 -0.7128 -0.2819
C -1.0417 -3.7373 -2.2347
C -0.0023 -3.5873 -3.3173
C -1.8554 -4.8506 -2.3165
H -4.4174 -6.4315 -0.7088
H -3.1001 -7.2241 -1.5914
H -4.2833 -6.2753 -2.4686
H -3.8054 -4.4213 0.4054
H -3.2342 -2.6309 1.6589
H -2.8426 -1.2198 0.6658
H -1.5651 -2.0327 1.5431
H 0.2940 -1.5376 -1.9023
H 0.7585 -2.8371 -3.1301
H -0.4890 -3.3358 -4.2612
H 0.4991 -4.5420 -3.4732
H -1.7081 -5.5443 -3.1368
Cl 5.3240 0.2312 2.0450
Ge 3.2411 0.6682 1.9026
Cl 3.2317 2.0445 0.0801
Cl 2.4111 -1.0731 0.7416
S -0.4121 2.6856 -0.7309
C 0.6610 4.0394 -0.5175
N 0.9747 4.5352 0.6646
C 1.8903 5.6813 0.5463
C 2.0441 5.8261 -0.9868
N 1.1762 4.7512 -1.4930
H 0.7313 4.0937 1.5376
H 2.8383 5.4652 1.0354
H 1.4511 6.5646 1.0044
H 3.0683 5.6724 -1.3207
H 1.6994 6.7908 -1.3516
H 1.0798 4.4889 -2.4626
Cl -0.1232 -0.4113 -4.8384
C 1.2989 0.6128 -4.5474
C 1.1281 1.1396 -3.1283
O 0.6106 2.2897 -3.0457
O 1.4785 0.3695 -2.2005
H 1.2961 1.4252 -5.2653
H 2.1962 0.0071 -4.6219

=====

65
Properties=species:S:1:pos:R:3 method="wB97M-V/def2-TZVPD" homo_energy_ev=-9.751 smiles="CCOC(=O)C(F)(F)F.CCOC(=O)C(F)(F)F.CCOC(=O)C(F)(F)F.COCCOCCOC" relative_energy_ev=0.000 homo_lumo_gap_ev=10.22 e_lumo_ev=0.47
C -4.6592 27.8406 9.4890
O -4.8574 26.4786 9.7913
C -4.2992 26.0951 11.0376
C -2.8266 25.7515 10.8758
O -2.0478 26.2560 11.9302
C -0.7712 25.6405 11.9950
C 0.0882 26.4247 12.9448
O 0.6070 27.5732 12.3163
C 1.9456 27.8314 12.6537
H -5.3078 28.0673 8.6439
H -3.6327 28.0874 9.1888
H -4.9175 28.4684 10.3476
H -4.8791 25.2276 11.3545
H -4.4478 26.8760 11.7910
H -2.4461 26.1956 9.9486
H -2.7158 24.6658 10.7449
H -0.2604 25.4977 11.0371
H -0.9329 24.6355 12.4192
H 0.8664 25.7580 13.3365
H -0.5240 26.7157 13.8061
H 2.2561 28.7167 12.1041
H 2.6010 27.0052 12.3417
H 2.0890 27.9677 13.7305
C 6.4758 23.1687 -0.7122
C 5.7726 24.1613 0.1849
O 5.6414 23.6779 1.5370
C 4.7904 22.6852 1.7022
O 3.9954 22.2785 0.9112
C 5.0106 22.0116 3.0721
F 4.0098 21.2133 3.3881
F 6.1417 21.2888 3.0391
F 5.1509 22.9300 4.0404
H 6.8424 23.6965 -1.5900
H 5.8659 22.3305 -1.0523
H 7.2943 22.7121 -0.1512
H 4.7956 24.4916 -0.1629
H 6.4220 25.0309 0.2666
C -4.4366 20.9094 9.6413
C -3.4160 20.4580 10.6702
O -2.2591 20.0005 9.9833
C -1.0927 20.0947 10.5846
O -0.8566 20.6082 11.6375
C 0.0283 19.5087 9.7006
F 0.0433 20.0694 8.4778
F 1.2139 19.7096 10.2641
F -0.1633 18.1863 9.5583
H -5.4210 21.0408 10.0890
H -4.5424 20.1999 8.8219
H -4.1111 21.8836 9.2770
H -3.7889 19.7534 11.4158
H -3.1618 21.3317 11.2822
C -1.3437 24.1460 8.1164
C -1.5369 23.7981 6.6768
O -0.3291 23.9779 5.9134
C -0.3909 23.5791 4.6590
O -1.3346 23.1153 4.0924
C 0.9868 23.7356 3.9933
F 0.8600 23.7326 2.6745
F 1.6153 24.8513 4.3626
F 1.7599 22.6952 4.3491
H -0.5748 23.5644 8.6181
H -2.3060 23.9144 8.5810
H -1.2539 25.2225 8.2403
H -2.3113 24.4349 6.2392
H -1.9007 22.7811 6.5188

=====

56
Properties=species:S:1:pos:R:3 method="wB97M-V/def2-TZVPD" homo_energy_ev=-12.114 smiles="CCC(=O)OCCc1c(CC(=O)I)[nH+]c(P(N)O)c(COC)c1[C@@H](C)CC" homo_lumo_gap_ev=8.39 total_charge=+1 e_lumo_ev=-3.73
C -1.9634 -5.1064 -1.4831
C -1.5060 -3.9040 -0.6429
C -2.6234 -2.9789 -0.2666
O -3.7849 -3.2363 -0.2790
O -2.1971 -1.7074 0.1197
C -2.2677 -1.5077 1.5313
C -1.4062 -0.2921 1.9403
C -0.8882 0.5146 0.7783
C -1.7808 1.3192 0.1053
C -3.2368 1.4345 0.4226
C -3.5930 2.5101 1.4518
O -4.7034 2.7660 1.7544
I -1.9698 3.6308 2.3737
N -1.3376 2.0780 -0.9065
C -0.0583 2.1493 -1.3111
P 0.0421 3.3389 -2.7743
N 1.2922 2.7089 -3.7113
O 0.7730 4.6294 -2.1050
C 0.8774 1.3699 -0.6551
C 2.3072 1.5331 -1.0944
O 2.6034 2.9144 -0.9952
C 3.9874 3.1969 -1.1048
C 0.4601 0.4994 0.3831
C 1.4651 -0.3910 1.0800
C 1.9244 0.2623 2.4130
C 1.0517 -1.8711 1.2302
C 2.2300 -2.8099 1.0091
H -3.0401 -5.2325 -1.4466
H -1.6308 -5.0087 -2.5134
H -1.4998 -6.0139 -1.1010
H -1.0235 -4.2533 0.2728
H -0.7561 -3.3315 -1.1890
H -3.3084 -1.3302 1.8088
H -1.9370 -2.3961 2.0716
H -0.5761 -0.6112 2.5571
H -2.0246 0.3547 2.5629
H -3.8015 1.6847 -0.4763
H -3.6304 0.4924 0.7951
H -2.0049 2.6665 -1.4006
H 2.0913 3.3296 -3.7716
H 0.9574 2.4827 -4.6392
H 0.9784 4.4820 -1.1730
H 3.0106 0.9741 -0.4846
H 2.4278 1.1955 -2.1296
H 4.1526 4.1982 -0.7155
H 4.5857 2.4997 -0.5144
H 4.3163 3.1745 -2.1466
H 2.3398 -0.4270 0.4437
H 1.8012 -0.4192 3.2510
H 2.9799 0.5258 2.3567
H 1.3946 1.1947 2.6055
H 0.6889 -2.0337 2.2478
H 0.2120 -2.1183 0.5802
H 1.9143 -3.8488 1.0783
H 2.6926 -2.6417 0.0363
H 2.9925 -2.6395 1.7699